[1]
49
Properties=species:S:1:pos:R:3:lowdin_charge:R:1 method="wB97M-V/def2-TZVPD" lumo_energy_ha=0.0234 smiles="CCOc1ccccc1OCC(=O)NNC(=S)NC1CCCCC1" relative_energy_kcal_mol=34.2 orbital_gap_ev=8.709
C -3.87 -0.32 1.45 -0.051
C -4.15 1.10 0.97 -0.228
O -2.96 1.81 0.67 -0.060
C -2.26 1.55 -0.47 -0.191
C -2.70 0.72 -1.50 -0.024
C -1.94 0.55 -2.65 -0.092
C -0.74 1.20 -2.80 -0.092
C -0.28 2.02 -1.77 -0.005
C -1.02 2.19 -0.61 -0.195
O -0.50 3.06 0.34 -0.043
C -0.38 2.53 1.65 -0.084
C 0.60 1.36 1.67 -0.441
O 0.36 0.29 2.20 0.069
N 1.73 1.66 0.99 0.093
N 2.81 0.80 0.79 0.006
C 2.78 -0.36 0.04 -0.862
S 4.21 -0.86 -0.62 0.630
N 1.60 -0.98 -0.08 0.064
C 1.46 -2.28 -0.70 -0.346
C 1.52 -3.40 0.34 -0.139
C 0.31 -3.37 1.27 -0.190
C -0.98 -3.46 0.46 -0.196
C -1.06 -2.32 -0.54 -0.209
C 0.14 -2.33 -1.48 -0.136
H -3.46 -0.94 0.65 0.053
H -3.16 -0.31 2.26 0.085
H -4.80 -0.77 1.80 0.080
H -4.83 1.10 0.11 0.118
H -4.60 1.68 1.77 0.126
H -3.64 0.21 -1.42 0.109
H -2.31 -0.10 -3.43 0.109
H -0.15 1.08 -3.69 0.107
H 0.66 2.54 -1.87 0.119
H -1.34 2.20 2.05 0.125
H 0.00 3.35 2.26 0.142
H 1.73 2.53 0.47 0.157
H 3.71 1.24 0.83 0.116
H 0.89 -0.75 0.60 0.092
H 2.30 -2.38 -1.40 0.096
H 1.56 -4.36 -0.19 0.120
H 2.44 -3.30 0.92 0.114
H 0.37 -4.21 1.97 0.111
H 0.31 -2.45 1.86 0.103
H -1.84 -3.43 1.13 0.105
H -1.01 -4.42 -0.08 0.114
H -1.98 -2.40 -1.14 0.109
H -1.10 -1.37 -0.01 0.093
H 0.13 -3.24 -2.07 0.121
H 0.09 -1.48 -2.16 0.099

---

[2]
18
Properties=species:S:1:pos:R:3:lowdin_spin:R:1 method="wB97M-V/def2-TZVPD" lumo_energy_ha="-0.1917 / -0.3488" total_charge=+1 multiplicity=2 relative_energy_kcal_mol=37.7 orbital_gap_ev="8.205 / 3.930"
C 2.87 -1.87 0.29 0.069
C 1.62 -1.47 1.14 0.086
C 1.81 -0.16 1.86 0.295
C 1.19 0.98 1.44 0.468
H 3.84 -1.67 0.72 0.000
H 2.86 -2.93 0.05 0.003
H 2.86 -1.15 -0.55 0.004
H 1.57 -2.34 1.82 0.030
H 0.81 -1.19 0.47 -0.001
H 2.67 -0.26 2.52 0.006
H 1.62 1.85 1.91 0.020
H 0.44 0.97 0.67 0.019
H -4.39 3.97 -0.29 0.000
H -4.18 5.16 -1.22 0.000
O -4.82 4.47 -1.00 0.000
H -1.40 -3.18 -2.40 0.000
H -1.99 -1.72 -2.26 0.000
O -1.37 -2.28 -2.76 0.000

---

[3]
9
Properties=species:S:1:pos:R:3:lowdin_charge:R:1 method="wB97M-V/def2-TZVPD" lumo_energy_ha=-0.0037 smiles="C=CC1SS1" relative_energy_kcal_mol=41.9 orbital_gap_ev=8.439
C -0.43 1.34 -0.41 -0.056
C -0.14 0.51 0.48 -0.205
C 0.15 -1.14 0.14 -1.095
S 0.92 -1.64 -1.35 0.526
S 1.62 -1.92 0.59 0.528
H -0.80 2.31 -0.03 0.075
H -0.51 1.11 -1.45 0.052
H 0.04 0.83 1.51 0.097
H -0.86 -1.40 0.52 0.078

---

[4]
47
Properties=species:S:1:pos:R:3:lowdin_charge:R:1 method="wB97M-V/def2-TZVPD" lumo_energy_ha=-0.0046 orbital_gap_ev=9.805
C -4.21 -1.19 -1.78 -0.135
C -4.04 0.33 -2.34 -0.216
C -2.92 0.48 -3.48 -0.217
O -1.58 0.74 -3.00 -0.175
C -1.02 -0.40 -2.31 -0.126
C 0.55 -0.62 -2.57 -0.220
C 0.84 -2.04 -3.32 -0.011
C 1.26 0.67 -3.21 -0.266
O 1.02 1.08 -4.38 0.087
O 2.22 1.26 -2.30 0.000
C 1.97 0.74 -0.96 -0.245
C 3.28 0.98 -0.07 -0.060
C 2.91 1.62 1.38 -0.176
O 2.79 0.58 2.42 -0.156
C 1.35 0.46 2.67 -0.090
C 1.05 -0.86 3.55 -0.318
F -0.38 -1.06 3.63 0.047
F 1.62 -0.75 4.88 0.037
F 1.57 -2.00 2.87 0.076
C 1.51 -0.77 -1.25 -0.244
O 0.94 -1.55 -0.15 -0.043
H -3.76 -1.96 -2.49 0.071
H -5.27 -1.44 -1.46 0.072
H -3.57 -1.25 -0.81 0.069
H -3.93 1.09 -1.48 0.121
H -5.06 0.58 -2.83 0.108
H -3.22 1.41 -4.11 0.135
H -2.92 -0.40 -4.23 0.138
H -1.28 -0.26 -1.19 0.135
H -1.59 -1.34 -2.65 0.117
H 1.49 -1.83 -4.23 0.098
H 1.44 -2.72 -2.60 0.091
H -0.12 -2.61 -3.58 0.087
H 1.07 1.31 -0.51 0.159
H 3.94 1.77 -0.59 0.132
H 3.92 0.02 0.04 0.141
H 3.84 2.24 1.67 0.136
H 1.99 2.30 1.34 0.127
H 0.85 0.38 1.63 0.119
H 0.93 1.43 3.17 0.141
H 2.52 -1.30 -1.40 0.170
H 0.14 -1.06 0.17 0.079
C -0.41 1.09 7.10 -1.625
Br -2.31 1.12 7.47 0.562
Br 0.19 2.74 6.27 0.554
Br 0.63 0.67 8.67 0.570
H -0.24 0.29 6.38 -0.056

---

[5]
22
Properties=species:S:1:pos:R:3:lowdin_spin:R:1 method="wB97M-V/def2-TZVPD" lumo_energy_ha="0.1247 / 0.1243" total_charge=-1 multiplicity=2 relative_energy_kcal_mol=27.3 orbital_gap_ev="4.168 / 6.410"
N 2.50 0.03 -0.09 0.003
C 1.05 0.05 -0.19 0.005
C 0.50 -0.43 1.16 0.033
C -0.90 0.14 1.51 0.032
S -1.03 1.91 1.72 0.412
C 0.68 -0.83 -1.36 0.001
N -0.73 -1.06 -1.49 0.000
C -1.14 -1.74 -2.70 0.000
H 2.91 0.55 0.65 0.008
H 3.04 0.21 -0.91 0.000
H 0.59 1.03 -0.34 0.001
H 0.48 -1.52 1.28 0.000
H 1.15 0.04 1.90 0.040
H -1.58 -0.18 0.71 0.013
H -1.30 -0.48 2.33 0.002
H 0.69 1.91 2.72 0.446
H 1.23 -0.52 -2.28 0.000
H 1.12 -1.84 -1.22 0.000
H -1.30 -0.21 -1.46 0.002
H -0.81 -1.24 -3.63 0.000
H -0.80 -2.78 -2.69 0.000
H -2.23 -1.79 -2.78 0.000

---

[6]
56
Properties=species:S:1:pos:R:3:lowdin_charge:R:1 method="wB97M-V/def2-TZVPD" lumo_energy_ha=-0.0916 relative_energy_kcal_mol=1.5 orbital_gap_ev=5.247
Pb 0.77 -2.28 -0.58 1.369
O -2.95 0.46 -1.99 0.114
C -3.33 1.04 -0.86 -0.232
C -4.52 1.77 -0.91 0.003
C -5.00 2.41 0.21 -0.057
C -4.31 2.34 1.43 -0.081
C -3.15 1.62 1.50 -0.024
C -2.63 0.95 0.37 -0.068
C -1.44 0.14 0.46 -0.334
O -0.95 -0.46 -0.48 -0.091
N -0.87 0.06 1.80 0.118
N 0.16 -0.63 1.86 0.027
C 0.60 -0.69 3.19 -0.032
C 1.74 -1.25 3.65 -0.121
C 2.06 -1.06 5.06 -0.039
C 3.26 -1.36 5.55 -0.061
C 4.30 -1.91 4.68 -0.047
C 4.06 -2.18 3.39 -0.007
C 2.74 -1.98 2.80 -0.383
O 2.47 -2.42 1.70 -0.069
H -2.07 0.06 -1.93 0.082
H -5.04 1.82 -1.85 0.124
H -5.92 2.98 0.15 0.110
H -4.69 2.85 2.31 0.103
H -2.61 1.54 2.43 0.104
H -0.05 -0.17 3.89 0.126
H 1.29 -0.62 5.69 0.117
H 3.49 -1.18 6.59 0.108
H 5.27 -2.11 5.11 0.111
H 4.81 -2.62 2.74 0.122
Br 3.42 1.12 1.42 0.785
C 2.51 1.71 -0.15 -0.720
C 2.52 3.07 -0.43 -0.112
C 1.83 3.48 -1.55 -0.046
C 1.17 2.54 -2.32 0.007
C 1.24 1.21 -1.95 -0.181
N 1.91 0.79 -0.86 0.088
C 0.48 0.15 -2.76 -0.646
O -0.41 0.55 -3.51 0.040
O 0.83 -1.05 -2.56 -0.257
H 3.05 3.76 0.21 0.096
H 1.81 4.53 -1.82 0.112
H 0.59 2.80 -3.19 0.120
C -1.00 -3.06 -4.07 -0.017
C -1.83 -3.41 -2.89 -0.311
C -3.12 -3.91 -3.02 -0.023
C -3.81 -4.22 -1.86 -0.129
N -3.30 -4.06 -0.65 0.053
C -2.06 -3.56 -0.58 -0.870
S -1.33 -3.32 0.97 0.507
N -1.32 -3.24 -1.66 -0.037
H -1.51 -3.34 -4.99 0.080
H -0.04 -3.57 -4.02 0.090
H -0.79 -1.99 -4.08 0.067
H -3.57 -4.05 -4.00 0.105
H -4.82 -4.62 -1.90 0.108

---

[7]
56
Properties=species:S:1:pos:R:3:lowdin_charge:R:1 method="wB97M-V/def2-TZVPD" lumo_energy_ha="-0.0501 / -0.0501" relative_energy_kcal_mol=7.0 orbital_gap_ev="6.402 / 6.400"
Pd -1.10 1.54 0.19 0.756
N 4.99 -4.11 -0.18 0.108
C 4.37 -2.89 -0.15 -0.319
C 3.35 -2.59 -1.07 -0.029
C 2.78 -1.34 -1.08 -0.074
C 3.20 -0.37 -0.18 -0.309
C 4.20 -0.66 0.74 -0.067
C 4.78 -1.91 0.76 -0.021
S 2.44 1.22 -0.22 0.611
O 2.11 1.47 -1.61 -0.348
O 3.27 2.18 0.44 -0.277
N 0.99 1.02 0.51 -0.196
C 0.93 0.72 1.83 -0.494
N 2.01 0.37 2.52 0.133
C 1.85 0.11 3.81 -0.116
C 0.61 0.16 4.44 -0.057
C -0.46 0.49 3.63 -0.122
N -0.33 0.76 2.34 0.061
H 4.57 -4.86 -0.71 0.093
H 5.59 -4.37 0.58 0.094
H 3.03 -3.35 -1.77 0.110
H 2.02 -1.08 -1.81 0.106
H 4.49 0.12 1.43 0.111
H 5.56 -2.13 1.47 0.111
H 2.75 -0.16 4.35 0.113
H 0.49 -0.06 5.49 0.096
H -1.48 0.53 4.02 0.117
S -0.77 3.95 0.57 0.672
C -0.98 3.62 -1.10 -0.895
N -0.01 3.43 -2.00 0.024
C -0.57 3.15 -3.32 -0.123
C -2.07 3.48 -3.15 -0.126
N -2.14 3.84 -1.75 0.005
H 0.89 3.02 -1.76 0.090
H -0.41 2.10 -3.59 0.114
H -0.09 3.77 -4.07 0.118
H -2.70 2.61 -3.37 0.113
H -2.38 4.31 -3.78 0.116
H -3.01 3.97 -1.25 0.126
N -1.08 -0.60 -0.81 0.071
C -2.16 -1.42 -0.42 -0.327
C -2.04 -2.22 0.72 -0.039
C -3.12 -2.98 1.14 -0.083
C -4.31 -2.96 0.44 -0.090
C -4.42 -2.17 -0.70 -0.077
C -3.35 -1.41 -1.13 -0.059
H -0.18 -0.91 -0.46 0.074
H -1.04 -0.41 -1.80 0.103
H -1.11 -2.22 1.28 0.110
H -3.02 -3.60 2.02 0.104
H -5.16 -3.54 0.78 0.102
H -5.35 -2.15 -1.25 0.107
H -3.44 -0.78 -2.01 0.108
Se -5.72 2.06 0.94 0.547
C -4.14 1.73 0.30 -0.985
N -3.10 1.52 -0.21 -0.089

---

| no. | E_tot (eV) |
| --- | --- |
| 1 | -39482.71978 |
| 2 | -8426.52825 |
| 3 | -24843.82265 |
| 4 | -243387.24980 |
| 5 | -19225.49761 |
| 6 | -130030.52044 |
| 7 | -127610.05721 |